1.
ORCA calculation (wB97M-V/def2-TZVPD) on 2 unconnected molecules or ions with the total composition C3H10NS in a non-equilibrium geometry.

XYZ file:
```
15
Properties=species:S:1:pos:R:3:forces:R:3:lowdin_charge:R:1
C 0.2704 0.1643 3.1587 -0.1 0.1 -0.7 -0.233
N -0.6639 1.0338 2.4470 1.0 1.0 0.2 -0.096
H 1.0515 0.7758 3.6273 -0.2 -0.2 0.3 0.051
H -0.3003 -0.4192 3.8762 0.3 -0.1 0.4 0.054
H 0.7843 -0.5175 2.4682 -0.1 -0.1 0.1 0.016
H -0.3637 1.1419 1.4830 -0.2 -0.2 -0.1 -0.056
H -1.5980 0.7051 2.4624 -0.6 -0.5 -0.2 0.022
C -0.8232 0.1290 -2.8156 0.1 -0.1 -0.1 -0.257
C 0.3549 -0.6302 -2.1903 -0.7 0.2 0.4 -0.830
S 0.4868 -0.3633 -0.3858 0.2 0.0 -0.2 0.170
H -1.1174 -0.4100 -3.7255 -0.3 0.2 -0.1 0.042
H -1.6453 0.1646 -2.0991 -0.1 -0.1 -0.1 0.032
H -0.5823 1.1604 -3.0832 0.1 0.0 0.1 0.046
H 0.1200 -1.6908 -2.3504 0.5 0.1 -0.1 0.017
H 1.2607 -0.3346 -2.7215 0.2 -0.3 0.0 0.021
```
Positions in Å, forces in eV/Å.

## Properties
- Lowest unoccupied orbital energy: 4.42 eV
- Total charge: -1

2.
ORCA calculation (wB97M-V/def2-TZVPD) on 2 unconnected molecules or ions with the total composition C3H10NS in a non-equilibrium geometry.

XYZ file:
```
15
Properties=species:S:1:pos:R:3:forces:R:3:lowdin_charge:R:1
C 2.1928 -2.9918 -1.2861 -0.9 -0.2 0.3 -0.728
S 0.6651 -1.9724 -1.0209 0.5 0.1 -0.3 -0.003
H 1.8241 -4.0077 -1.4373 0.3 -0.2 0.0 -0.039
H 2.8172 -2.7475 -2.1472 -0.1 0.3 -0.1 -0.024
H 2.8081 -2.9730 -0.3868 0.2 -0.1 0.0 -0.031
C -2.0206 1.8744 1.0344 -0.3 0.6 0.9 -0.149
C -0.8290 1.6021 0.1317 -0.3 -0.2 0.1 -0.373
N 0.2154 0.8961 0.8669 -1.5 0.2 0.5 -0.030
H -2.9022 2.1199 0.4349 0.0 0.3 0.1 0.056
H -2.3074 1.0362 1.6762 0.2 -0.4 -0.5 0.061
H -1.8244 2.6452 1.7947 0.0 0.2 -0.4 0.057
H -1.2987 1.0562 -0.7057 0.8 -0.2 -0.1 0.094
H -0.4108 2.5222 -0.2816 -0.2 0.1 0.1 0.095
H -0.0574 -0.0820 0.8400 0.9 -0.2 0.0 -0.018
H 1.1277 1.0220 0.4869 0.3 -0.4 -0.6 0.030
```
Positions in Å, forces in eV/Å.

## Properties
- Lowest unoccupied orbital energy: 3.96 eV
- Total charge: -1

3.
ORCA calculation (wB97M-V/def2-TZVPD) on 2 unconnected molecules or ions with the total composition C3H10NS in a non-equilibrium geometry.

XYZ file:
```
15
Properties=species:S:1:pos:R:3:forces:R:3:lowdin_charge:R:1
C -2.8054 0.1497 0.3720 0.3 0.0 0.7 -0.766
S -2.0910 -1.2175 -0.5651 0.3 -0.5 -0.1 0.015
H -2.0663 0.5869 1.0654 0.0 0.3 -0.4 -0.027
H -3.1736 0.8842 -0.3410 -0.1 0.4 0.3 -0.027
H -3.5959 -0.1355 1.0754 -0.3 -0.2 -0.4 -0.022
C 0.9103 1.0865 -0.1220 0.0 -1.5 1.3 -0.162
N 1.3125 -0.1885 0.5765 0.4 2.2 0.2 -0.200
C 2.0392 -0.9910 -0.3884 -1.0 -0.9 0.6 -0.194
H 1.8224 1.5343 -0.5146 -0.3 0.2 -0.3 0.061
H 0.1473 0.7311 -0.8194 0.1 0.7 -0.7 0.030
H 0.4186 1.7332 0.6106 0.2 0.2 -0.1 0.061
H 0.4101 -0.5048 0.9046 0.1 -1.2 -0.4 0.035
H 1.9770 -2.0529 -0.1182 -0.1 0.1 -0.1 0.069
H 3.1012 -0.7426 -0.3476 0.0 0.3 -0.3 0.059
H 1.5935 -0.8732 -1.3880 0.4 -0.1 -0.1 0.068
```
Positions in Å, forces in eV/Å.

## Properties
- Lowest unoccupied orbital energy: 4.13 eV
- Total charge: -1

4.
ORCA calculation (wB97M-V/def2-TZVPD) on 2 unconnected molecules or ions with the total composition C3H10NS in a non-equilibrium geometry.

XYZ file:
```
15
Properties=species:S:1:pos:R:3:forces:R:3:lowdin_charge:R:1
C -1.2380 2.6661 -1.6340 -1.6 -0.2 1.0 -0.716
S -0.7126 1.6774 -0.1834 0.5 0.4 0.1 0.116
H -1.0021 2.2006 -2.5922 0.4 0.4 0.0 -0.018
H -2.3306 2.6361 -1.5325 -0.1 -0.1 -0.5 -0.040
H -1.0809 3.7461 -1.5324 0.8 -0.2 -0.4 -0.020
C 0.5864 -1.2351 1.8814 -0.5 1.4 -1.9 -0.122
C 1.1102 -1.6448 0.4923 0.4 -0.9 0.1 -0.375
N 0.0565 -1.4512 -0.5255 -0.4 -1.0 2.4 -0.054
H -0.3474 -1.7509 2.1091 0.4 -0.4 0.5 0.069
H 1.3119 -1.0430 2.6660 0.0 -0.8 0.2 0.059
H 0.2533 -0.2375 1.5956 -0.3 0.5 0.6 0.002
H 2.0006 -1.0626 0.2224 0.0 0.1 0.3 0.091
H 1.4261 -2.6970 0.5187 0.0 0.0 -0.2 0.073
H -0.5049 -0.6843 -0.1327 0.0 0.0 -1.0 -0.083
H 0.4714 -1.1198 -1.3528 0.3 0.7 -1.1 0.017
```
Positions in Å, forces in eV/Å.

## Properties
- Lowest unoccupied orbital energy: 4.22 eV
- Total charge: -1

5.
ORCA calculation (wB97M-V/def2-TZVPD) on a gas-phase ion, C3H10NS (charge +1) in a non-equilibrium geometry.

XYZ file:
```
15
Properties=species:S:1:pos:R:3:forces:R:3:lowdin_charge:R:1
C -0.8863 -0.6491 -1.3467 -1.8 -1.3 -1.4 -0.040
N 0.0873 -0.9984 -0.3307 1.5 0.1 0.1 -0.058
C 0.7992 0.2381 0.2404 -0.4 -0.3 1.2 -0.504
C -0.2579 1.2993 0.6326 -0.4 -1.2 -0.9 -0.073
S 1.9481 -0.5446 1.6681 -0.8 0.0 -3.2 0.787
H -0.4805 -0.0196 -2.1858 -0.6 -0.3 1.3 0.150
H -1.4493 -1.5185 -1.7857 1.4 0.2 0.2 0.133
H -1.6494 -0.3400 -0.6855 -1.3 1.8 -0.5 0.073
H 0.8464 -1.4560 -0.8044 0.4 -1.3 0.3 0.153
H -0.3393 -1.5542 0.4434 0.7 0.2 -0.7 0.187
H 1.3830 0.6551 -0.5823 0.3 -0.4 0.2 0.115
H -0.6672 1.0501 1.5869 -0.3 0.0 0.8 0.073
H 0.2798 2.2197 0.6819 0.0 0.8 0.1 0.085
H -1.1562 1.3430 -0.0893 1.9 0.3 1.0 0.108
H 1.5422 0.2750 2.5572 -0.7 1.3 1.4 -0.188
```
Positions in Å, forces in eV/Å.

## Properties
- Lowest unoccupied orbital energy: -3.57 eV
- Total charge: +1
- SMILES string: C[NH2+][C@@H](C)S

6.
ORCA calculation (wB97M-V/def2-TZVPD) on a gas-phase ion, C3H10NS (charge +1) in a non-equilibrium geometry.

XYZ file:
```
15
Properties=species:S:1:pos:R:3:forces:R:3:lowdin_charge:R:1
C -0.1854 -1.0878 -1.0640 3.9 -0.8 -0.3 -0.113
C -0.2818 -0.0909 0.0069 -1.0 1.9 1.9 -0.765
C 0.5466 -0.4073 1.2137 1.5 1.1 0.8 -0.100
N 0.4052 1.4328 -0.5724 -0.7 -3.6 -1.3 0.213
S -2.0463 0.1402 0.3291 -0.3 -0.3 -1.7 0.879
H -0.2788 -0.6209 -1.9928 0.3 0.9 -1.8 0.066
H 0.8698 -1.5948 -0.9731 -2.1 0.7 -0.5 0.152
H -0.9494 -1.7900 -1.1801 -1.2 -1.4 0.9 0.073
H 1.5656 -0.7111 0.9312 -0.5 -0.7 -0.1 0.101
H 0.8161 0.4019 1.9089 -0.7 0.5 -0.4 0.101
H 0.0331 -1.0669 1.8830 -0.1 -1.0 -0.1 0.095
H 0.4592 1.3127 -1.6217 -0.9 1.1 1.4 0.170
H -0.1071 2.1826 -0.1187 0.1 0.3 -0.6 0.139
H 1.3538 1.3117 -0.2972 1.0 0.6 0.7 0.113
H -2.2006 0.5878 1.5471 0.7 0.5 1.1 -0.125
```
Positions in Å, forces in eV/Å.

## Properties
- Lowest unoccupied orbital energy: -3.50 eV
- Total charge: +1
- SMILES string: CC(C)([NH3+])S

7.
ORCA calculation (wB97M-V/def2-TZVPD) on 2 unconnected molecules or ions with the total composition C3H10NS2.

XYZ file:
```
16
Properties=species:S:1:pos:R:3:forces:R:3:lowdin_charge:R:1
C 0.9018 0.5840 -2.1546 -0.1 0.2 0.2 -0.139
C -0.1823 -0.0046 -2.6013 -0.1 0.1 -0.2 0.083
N 1.2437 0.5432 -0.7203 0.2 -0.2 0.5 0.150
H 1.6095 1.1447 -2.7435 0.1 -0.1 -0.1 0.123
H -0.3712 -0.0170 -3.6629 -0.1 0.1 -0.1 0.088
H -0.9162 -0.4686 -1.9617 0.0 -0.2 0.1 0.056
H 0.4540 0.1981 -0.1023 0.1 0.0 -0.3 0.028
H 2.0064 -0.1221 -0.5638 0.0 0.0 -0.1 0.170
H 1.5909 1.4287 -0.3494 -0.2 0.2 -0.2 0.169
C -1.5357 0.2522 2.1991 -0.1 -0.1 0.1 -0.435
S -1.0233 -0.9886 0.9795 0.1 0.0 0.4 0.390
S 0.0066 -2.3542 2.1523 -0.1 0.2 -0.3 0.395
H -2.2004 -0.2089 2.9215 -0.1 -0.1 0.0 0.040
H -2.0744 1.0398 1.6721 0.0 0.0 0.0 0.043
H -0.6753 0.6523 2.7236 0.1 0.1 0.0 0.034
H 1.1660 -1.6790 2.2116 0.0 0.0 0.1 -0.195
```
Positions in Å, forces in eV/Å.

## Properties
- Lowest unoccupied orbital energy: -3.53 eV
- Total charge: +1

Relative energy (zero: lowest compared OMol25 entry of this formula, charge and spin): 77.3 89.6 128.0 118.0 153.8 134.8 106.0 (kJ/mol)
HOMO energy: -2.45 -2.22 -2.31 -2.32 -14.13 -14.21 -13.22 (eV)
Frontier orbital gap: 0.2526 0.2272 0.2366 0.2406 0.3880 0.3936 0.3559 (Ha)